1.
{
  "formula": "C6H9IN3",
  "method": "ωB97M-V/def2-TZVPD",
  "charge": 1,
  "e_lumo_ev": -5.167,
  "smiles": "C#C/[N+](CC)=C(I)\\N=N\\C",
  "relative_energy_kcal_mol": 122.3,
  "species": ["C", "C", "C", "C", "C", "C", "N", "N", "N", "I", "H", "H", "H", "H", "H", "H", "H", "H", "H"],
  "coordinates": [[0.756511, 0.140427, -1.183943], [1.753288, -0.496829, -1.451464], [-1.240852, -0.425638, -0.433813], [-0.664842, 2.540002, 0.697854], [-0.204278, -3.772479, 0.365839], [-0.773579, 2.056990, -0.770026], [-0.872325, -1.538781, 0.105543], [-0.445050, 0.589390, -0.745368], [-0.619975, -2.642925, -0.347359], [-3.319900, 0.048408, -0.057747], [0.230063, 2.964685, 0.978977], [-1.157337, 3.473508, 0.857264], [-1.059046, 1.800930, 1.353068], [0.295138, -3.556205, 1.221031], [-1.131062, -4.296908, 0.723039], [0.192256, -4.548251, -0.318176], [-1.768302, 2.028477, -1.197526], [-0.087838, 2.642915, -1.503009], [2.626533, -0.904614, -1.807750]],
  "atomic_forces_ev_per_a": [[2.2308, -1.0042, -0.1157], [-2.6209, 1.9678, 0.6275], [-3.0212, 3.5067, 0.6796], [-1.6604, 0.3649, -1.8596], [-2.4747, -2.0215, -0.9982], [0.8646, 0.5139, -0.0240], [1.5496, -2.8631, 1.0308], [0.8749, -0.9437, -1.1830], [-0.7378, 0.9513, -2.3771], [0.9335, -0.5218, -0.2805], [2.9530, -0.4392, 0.4361], [-1.6414, 0.4541, -0.2588], [-0.0845, -0.3963, 0.7470], [2.0572, 0.5154, 2.4912], [0.2666, 0.5645, -0.2727], [0.3244, 0.9253, 0.3614], [-0.2370, 0.7147, 0.1930], [-1.0089, -1.4972, 1.2936], [1.4323, -0.7917, -0.4905]]
}

***

2.
{
  "formula": "C4H4BaO6",
  "method": "ωB97M-V/def2-TZVPD",
  "multiplicity": 2,
  "charge": 1,
  "e_lumo_ev": [-4.833, -4.960],
  "relative_energy_kcal_mol": 0.0,
  "species": ["O", "C", "C", "O", "H", "H", "H", "C", "O", "O", "H", "O", "C", "O", "Ba"],
  "coordinates": [[0.619935, 1.206386, -1.366337], [1.561708, 0.929844, -0.611125], [1.453685, -0.150038, 0.422876], [2.615315, -0.942853, 0.428528], [1.547001, 0.611770, 1.285476], [2.568155, 1.288646, -0.882553], [0.620971, -0.795626, 0.095048], [2.477189, -2.255165, 0.668757], [1.793384, -3.015475, 0.040577], [3.230959, -2.625388, 1.686496], [3.847330, -1.925455, 1.944037], [-2.678428, 0.234046, -0.061442], [-2.417119, -0.172259, 1.099424], [-1.421500, -0.080810, 1.794088], [-1.942074, 2.092012, -1.469664]],
  "atomic_forces_ev_per_a": [[0.2001, 0.8272, 1.2470], [-0.1576, -1.7664, -2.8378], [0.5505, 1.4985, -0.5639], [0.7889, 1.7436, -0.0945], [-1.2210, -1.8779, 0.1008], [-0.0936, 0.4461, 0.4909], [-0.3479, 0.6140, 1.3494], [-0.6582, -1.9107, -0.3205], [0.1784, 0.9949, 0.4728], [0.5606, -0.3952, 0.1940], [-0.2070, 0.0243, 0.0395], [0.0215, 1.2134, -1.5199], [1.2191, -0.4078, 1.7237], [-0.9785, 0.1215, -0.8939], [0.1447, -1.1257, 0.6123]]
}

***

3.
{
  "formula": "C4H5N3OPdS5",
  "method": "ωB97M-V/def2-TZVPD",
  "multiplicity": 3,
  "e_lumo_ev": [-0.120, -2.116],
  "species": ["Pd", "N", "N", "C", "N", "S", "H", "H", "H", "H", "H", "O", "C", "S", "C", "C", "S", "S", "S"],
  "coordinates": [[8.707933, 9.616131, 1.776004], [11.824710, 10.419425, 1.610626], [11.588779, 11.715787, 1.660190], [10.412855, 12.462207, 1.771107], [10.642362, 13.805565, 1.717492], [8.780969, 12.047777, 1.736198], [12.837479, 10.076132, 1.594782], [10.976706, 9.829237, 1.659997], [12.494242, 12.234506, 1.554804], [11.660341, 14.009518, 1.871328], [9.784599, 14.285595, 1.934941], [4.482624, 4.618625, 1.572771], [5.284145, 5.523651, 1.621788], [7.073534, 5.323042, 1.742345], [7.606458, 7.057559, 1.639330], [6.543578, 7.924375, 1.641370], [6.497180, 9.569270, 1.670772], [4.873108, 7.196027, 1.704269], [9.325273, 7.432400, 1.643194]],
  "atomic_forces_ev_per_a": [[2.3273, 2.5137, 0.1146], [0.9019, -4.4097, -0.2347], [-0.6487, 5.4419, 0.3472], [2.5857, -1.2253, -1.0799], [1.9419, -1.3232, 0.0942], [0.1462, -1.1453, 0.3116], [-2.7402, 0.7932, 0.2051], [1.2120, 0.0716, -0.0975], [-1.7304, -0.3149, 0.1836], [-2.0931, 1.0384, 0.0722], [0.6795, 1.0344, 0.2291], [0.9591, 0.6965, -0.0004], [0.0529, -0.9162, 0.2184], [0.5293, 0.4555, -0.3180], [1.2441, -2.2473, 0.2302], [-2.7013, -0.7635, 0.1342], [-0.7629, 0.3543, -0.1539], [0.4532, 1.0201, -0.2133], [-2.3564, -1.0741, -0.0427]]
}

***

4.
{
  "formula": "C3H4N2OS",
  "method": "ωB97M-V/def2-TZVPD",
  "e_lumo_ev": 0.558,
  "relative_energy_kcal_mol": 84.9,
  "species": ["C", "C", "C", "N", "N", "O", "S", "H", "H", "H", "H"],
  "coordinates": [[0.517828, 1.654291, -1.540429], [-2.559912, -0.362647, 0.500176], [1.220552, -0.635738, 0.799847], [0.480928, 0.634896, -0.882768], [0.195323, -0.116877, 0.039787], [-2.145137, -0.406870, 1.561769], [-3.074185, -0.283505, -0.944988], [0.831563, 1.839379, -2.537140], [2.029567, -0.926409, 0.146394], [1.563517, 0.076421, 1.423212], [0.939953, -1.472942, 1.434140]],
  "atomic_forces_ev_per_a": [[0.4176, -1.3652, 1.2677], [0.3394, 0.0663, 0.1208], [1.1920, -2.6433, -0.6071], [-0.2486, 2.1540, -0.0493], [-2.6853, -0.0392, -2.1252], [0.0625, -0.1461, 1.3519], [-0.6454, 0.0444, -1.3196], [-0.0984, -0.1816, -0.7092], [0.5732, -0.4157, 0.0100], [1.5051, 2.6488, 2.3948], [-0.4121, -0.1223, -0.3348]]
}

***

5.
{
  "formula": "C38H48CaClN5O3P3SbSe4",
  "method": "ωB97M-V/def2-TZVPD",
  "charge": -2,
  "e_lumo_ev": 3.561,
  "relative_energy_kcal_mol": 6.7,
  "species": ["Ca", "Cl", "C", "C", "C", "C", "C", "C", "P", "C", "C", "C", "C", "C", "C", "C", "C", "C", "C", "C", "C", "H", "H", "H", "H", "H", "H", "H", "H", "H", "H", "H", "H", "H", "H", "N", "C", "C", "C", "C", "C", "C", "C", "C", "C", "C", "C", "C", "H", "H", "H", "H", "H", "H", "H", "H", "H", "H", "Se", "Sb", "Se", "Se", "Se", "C", "N", "C", "P", "O", "O", "P", "O", "N", "C", "C", "N", "C", "C", "N", "C", "C", "H", "H", "H", "H", "H", "H", "H", "H", "H", "H", "H", "H", "H", "H", "H", "H", "H", "H", "H", "H", "H", "H", "H", "H"],
  "coordinates": [[-0.142841, 0.318394, 0.806744], [-1.615974, -2.214977, 1.865947], [-1.064042, -3.855956, 1.527248], [-2.067127, -4.808218, 1.442168], [-1.724883, -6.125005, 1.198549], [-0.389041, -6.471971, 1.053039], [0.589875, -5.500880, 1.139631], [0.279637, -4.161129, 1.374358], [1.559286, -2.841771, 1.421202], [2.034925, -2.932348, 3.193800], [1.308653, -3.596824, 4.174772], [1.686260, -3.521301, 5.512880], [2.802046, -2.789880, 5.883824], [3.540615, -2.126523, 4.909384], [3.152598, -2.188268, 3.583409], [3.012007, -3.669831, 0.663667], [3.244925, -3.414601, -0.687574], [4.346053, -3.973396, -1.324509], [5.220377, -4.788045, -0.623337], [4.994804, -5.051178, 0.723210], [3.896637, -4.493994, 1.361262], [-3.099930, -4.505051, 1.543048], [-2.502528, -6.872588, 1.105509], [-0.111691, -7.496322, 0.838398], [1.625163, -5.770216, 0.976826], [0.436671, -4.178535, 3.901079], [1.100671, -4.039802, 6.263392], [3.091774, -2.725279, 6.926029], [4.404798, -1.535146, 5.186881], [3.715126, -1.640630, 2.835841], [2.551399, -2.793814, -1.244587], [4.503234, -3.772199, -2.376458], [6.078714, -5.221371, -1.124084], [5.675065, -5.687873, 1.277270], [3.729733, -4.694383, 2.413083], [1.965046, 1.055051, -0.051237], [3.117906, 1.571693, 0.632757], [4.190779, 1.962816, -0.171577], [5.382629, 2.413286, 0.363924], [5.519563, 2.454256, 1.743339], [4.448219, 2.097189, 2.542489], [3.203178, 1.690970, 2.032391], [2.117960, 1.431549, 3.046891], [2.124539, 2.275279, 4.169065], [1.298800, 2.033754, 5.257601], [0.460393, 0.927870, 5.229574], [0.408088, 0.149717, 4.077724], [1.192492, 0.369461, 2.930241], [2.162440, 0.090974, -0.337855], [1.827946, 1.529997, -0.960143], [4.056407, 1.891961, -1.245823], [6.198107, 2.701181, -0.288438], [6.455475, 2.756809, 2.199062], [4.572847, 2.117309, 3.617670], [2.772704, 3.145859, 4.192110], [1.319387, 2.697078, 6.116025], [-0.164075, 0.692465, 6.088217], [-0.299379, -0.682296, 4.078767], [0.874646, 2.106739, -3.261853], [0.289468, -0.219678, -4.043154], [0.116030, -3.761651, -2.175001], [-0.056820, -1.467304, -1.650006], [-1.988725, -0.117328, -5.040045], [-3.818643, 4.841921, 2.284377], [-2.536338, 4.173227, 2.355006], [-1.382675, 5.044317, 2.514309], [-2.376812, 2.668177, 1.700740], [-0.959348, 2.252856, 1.779715], [-3.021962, 2.759705, 0.262752], [-2.576788, 2.016224, -1.175194], [-1.365730, 1.236418, -0.877300], [-2.509959, 3.359406, -2.097380], [-1.534057, 4.377929, -1.691765], [-2.622963, 3.270427, -3.559892], [-3.878911, 1.118782, -1.541152], [-5.112324, 1.732347, -1.995742], [-3.774963, -0.326165, -1.789716], [-3.377820, 1.604396, 2.468087], [-4.725154, 1.269656, 2.045710], [-3.093772, 1.356093, 3.876041], [-4.015903, 5.383939, 3.213889], [-4.618347, 4.115869, 2.137197], [-3.855301, 5.553568, 1.451077], [-1.454359, 5.576516, 3.466974], [-1.326617, 5.783731, 1.706585], [-0.474277, 4.447328, 2.512942], [-1.493572, 4.466274, -0.606118], [-1.853677, 5.338153, -2.104816], [-0.541483, 4.117690, -2.072320], [-3.149407, 2.368874, -3.862017], [-1.630925, 3.195249, -4.010285], [-3.146859, 4.163742, -3.917012], [-5.133926, 2.790225, -1.734401], [-5.961805, 1.232504, -1.518853], [-5.222736, 1.635677, -3.080239], [-2.812408, -0.704845, -1.446591], [-3.829952, -0.533971, -2.859027], [-4.585149, -0.824420, -1.245865], [-4.848306, 1.464576, 0.983640], [-5.479152, 1.833653, 2.611465], [-4.901474, 0.204837, 2.217325], [-3.286280, 0.305423, 4.104991], [-3.720134, 1.980522, 4.525437], [-2.042772, 1.550474, 4.088314]],
  "atomic_forces_ev_per_a": [[0.6827, -0.7171, -0.1925], [0.0763, -0.0149, 0.1021], [-0.1260, 0.0147, 0.0007], [0.0175, 0.0157, -0.0108], [-0.0119, -0.0178, 0.0082], [-0.0200, -0.0068, -0.0203], [0.0323, 0.0276, -0.0373], [0.0143, -0.0390, -0.0175], [-0.0318, 0.0781, -0.0062], [0.0074, 0.0576, 0.0100], [0.0006, 0.0017, 0.0181], [-0.0011, 0.0027, -0.0214], [-0.0042, -0.0020, 0.0022], [-0.0190, 0.0172, -0.0139], [-0.0383, 0.0260, 0.0367], [0.0170, -0.0241, 0.0234], [-0.0246, 0.0995, 0.0066], [-0.0164, -0.0117, -0.0108], [0.0045, -0.0189, -0.0020], [0.0042, -0.0029, -0.0045], [-0.0081, 0.0109, -0.0003], [-0.0034, -0.0042, -0.0041], [-0.0013, -0.0002, -0.0029], [0.0004, -0.0033, 0.0084], [-0.0088, -0.0030, 0.0133], [-0.0009, 0.0011, -0.0022], [-0.0008, 0.0037, 0.0020], [0.0001, -0.0005, -0.0022], [-0.0025, -0.0017, 0.0051], [-0.0123, 0.0346, -0.0135], [0.0125, -0.0108, 0.0088], [0.0027, 0.0010, -0.0021], [0.0046, -0.0002, 0.0047], [-0.0005, 0.0001, -0.0004], [0.0025, -0.0066, -0.0043], [0.0253, 0.0041, -0.0255], [0.0276, 0.0271, -0.0398], [-0.0062, -0.0257, 0.0091], [0.0037, 0.0065, -0.0017], [-0.0067, -0.0046, -0.0122], [-0.0112, -0.0022, 0.0041], [0.0212, -0.0056, 0.0119], [0.0407, -0.0665, -0.0063], [-0.0165, 0.0094, -0.0007], [0.0044, 0.0063, -0.0122], [-0.0011, 0.0045, 0.0089], [0.0064, 0.0178, -0.0120], [-0.0026, 0.1216, -0.0395], [-0.0143, -0.0297, 0.0244], [-0.0642, 0.0131, 0.0249], [0.0129, 0.0088, 0.0085], [0.0003, -0.0001, 0.0022], [-0.0001, 0.0017, -0.0026], [-0.0018, 0.0037, 0.0010], [0.0079, -0.0039, 0.0010], [0.0007, 0.0001, -0.0004], [-0.0026, 0.0001, -0.0019], [0.0028, -0.0111, -0.0049], [0.2076, -0.0282, 0.0206], [-0.0271, -0.1078, -0.0165], [-0.0381, 0.0530, 0.0720], [-0.0125, 0.0534, -0.1126], [-0.0675, 0.1458, 0.1223], [0.0038, 0.0017, -0.0017], [-0.0267, -0.0428, 0.1266], [-0.0050, 0.0040, -0.0125], [0.0498, -0.0695, -0.0946], [-0.2484, 0.1928, 0.0611], [-0.0346, 0.1507, -0.0422], [0.0646, 0.2038, 0.1790], [-0.3552, -0.1162, 0.2109], [0.0148, -0.0425, -0.0119], [-0.0581, 0.0512, 0.0237], [0.0161, -0.0738, -0.0447], [0.0597, 0.0766, -0.3105], [-0.0174, -0.0229, -0.0047], [0.0223, 0.0275, 0.0974], [-0.0702, 0.0969, 0.0118], [0.0284, -0.0352, -0.0048], [0.0131, -0.0482, -0.0391], [0.0106, 0.0105, -0.0026], [0.0000, -0.0048, 0.0158], [-0.0081, -0.0062, -0.0065], [-0.0067, 0.0036, -0.0017], [0.0070, -0.0020, -0.0037], [0.0012, -0.0025, 0.0072], [-0.0040, 0.0020, 0.0074], [-0.0094, 0.0122, -0.0031], [-0.0294, 0.0015, 0.0002], [-0.0383, -0.0471, -0.0214], [0.0100, 0.0176, 0.0171], [-0.0216, -0.0246, -0.0028], [0.0076, -0.0020, -0.0059], [-0.0073, 0.0070, 0.0069], [-0.0009, -0.0145, 0.0054], [0.0123, 0.0064, -0.0240], [-0.0074, -0.0036, -0.0422], [0.0114, -0.0197, -0.0107], [-0.0023, -0.0042, 0.0000], [-0.0032, 0.0042, -0.0064], [-0.0026, -0.0014, 0.0072], [-0.0110, -0.0015, 0.0046], [0.0047, -0.0019, 0.0095], [-0.0057, 0.0186, 0.0027]]
}

***

6.
{
  "formula": "C3H4ClF3",
  "method": "ωB97M-V/def2-TZVPD",
  "e_lumo_ev": [0.666, 0.221],
  "relative_energy_kcal_mol": 68.8,
  "species": ["C", "C", "C", "F", "F", "F", "Cl", "H", "H", "H", "H"],
  "coordinates": [[0.630740, 0.618290, 0.941432], [-2.769802, -0.252489, -0.635641], [-0.340562, 1.137541, -0.070270], [-2.303824, -1.462213, -0.717217], [-0.905944, 2.307400, 0.265081], [0.084120, 1.221133, -1.418701], [-3.819446, 0.017798, 0.605025], [1.706029, 0.915434, 0.633271], [0.491723, 1.088915, 1.879773], [0.684406, -0.516198, 1.047017], [-2.604283, 0.434958, -1.532400]],
  "atomic_forces_ev_per_a": [[2.4682, -1.1756, -1.6422], [1.5354, 2.5222, -1.8249], [-0.1993, 0.0017, -1.4440], [0.4567, -1.5197, -0.3473], [0.3044, -0.2869, -0.2585], [-0.4494, -0.1811, 2.3541], [-0.9186, 0.3827, 0.7411], [-1.5396, -0.3444, 0.2263], [-0.5477, 0.2805, 0.9219], [-0.4804, 1.5441, -0.2377], [-0.6295, -1.2236, 1.5111]]
}

***

7.
{
  "formula": "C3H6Cl2N",
  "method": "ωB97M-V/def2-TZVPD",
  "charge": 1,
  "e_lumo_ev": [-5.239, -5.301],
  "relative_energy_kcal_mol": 102.9,
  "species": ["C", "C", "C", "N", "Cl", "Cl", "H", "H", "H", "H", "H", "H"],
  "coordinates": [[2.987558, 0.807371, 0.250793], [2.133841, -0.120145, 0.201072], [-0.424849, 0.486024, -0.225125], [-0.889906, -0.840526, 0.002788], [4.675904, 0.533167, -0.159324], [2.227760, -1.781508, 0.074582], [2.957439, 1.851429, 0.529414], [-0.609721, 1.248360, 0.635641], [-0.433569, 0.801183, -1.247593], [-1.917940, -0.775105, -0.090008], [-0.539922, -1.089853, 1.022153], [-0.494862, -1.446769, -0.740763]],
  "atomic_forces_ev_per_a": [[3.3460, 2.5715, -0.0780], [-3.2765, -1.7751, -0.1696], [1.8923, 2.7928, 2.0685], [0.3325, -0.4041, 1.8255], [-0.2175, -0.3872, 0.1753], [-0.1824, 0.0051, -0.2127], [-1.0457, -0.0732, -0.1394], [0.2935, -1.6379, -1.8462], [0.0625, 0.2057, -0.2783], [0.2128, -0.8955, 0.4152], [-1.1840, -0.2002, -2.6070], [-0.2335, -0.2019, 0.8468]]
}